{
  "formula": "C6H31NO10",
  "method": "wB97M-V/def2-TZVPD",
  "elements": ["C", "C", "C", "O", "C", "N", "C", "C", "H", "H", "H", "H", "H", "H", "H", "H", "H", "H", "H", "H", "H", "H", "H", "O", "H", "H", "O", "H", "H", "O", "H", "H", "O", "H", "H", "O", "H", "H", "O", "H", "H", "O", "H", "H", "O", "H", "H", "O"],
  "xyz": [[-0.563610, 0.524685, -0.035111], [-1.465216, 1.640011, -0.488106], [-1.111161, 2.877874, 0.565399], [-1.820831, 3.167139, 1.438504], [-0.935910, -0.096201, 1.319909], [-1.485323, -1.442509, 1.283079], [-2.736302, -1.415734, 0.533656], [-1.630996, -2.074553, 2.578597], [0.467377, 0.839569, -0.063064], [-0.603162, -0.291217, -0.736069], [-1.142252, 2.173322, -1.381909], [-2.506242, 1.286443, -0.598795], [-0.011722, 3.146838, 0.358665], [-1.607370, 0.577464, 1.887095], [-0.056964, -0.203147, 1.954189], [-2.558496, -0.980358, -0.426562], [-3.164332, -2.402131, 0.394356], [-3.500564, -0.817820, 1.037292], [-2.307382, -1.555126, 3.246820], [-0.679018, -2.244485, 3.055252], [-1.969943, -3.092962, 2.401543], [-0.181251, -1.970444, -3.021924], [-0.989959, -0.888271, -3.373576], [-0.998358, -1.851287, -3.380601], [2.084522, -2.165489, 0.765087], [1.864671, -1.355577, 2.060302], [2.618988, -1.770357, 1.457079], [1.766922, 2.649099, -2.610925], [2.381977, 1.242733, -3.058476], [2.014088, 2.062726, -3.359776], [1.774489, 1.125001, 4.186891], [0.573804, 1.729769, 3.601354], [0.990454, 1.537697, 4.435853], [-2.109393, 2.674811, -2.879574], [-2.167581, 1.051682, -3.551347], [-2.152899, 2.025045, -3.570481], [1.711434, -1.963305, -0.857442], [2.944228, -2.528021, -1.560850], [2.494275, -1.692976, -1.373523], [2.689828, 3.624419, -0.294049], [2.337202, 2.121094, -0.339870], [1.944119, 3.035170, -0.169367], [3.279587, 0.412320, 0.328538], [3.140828, -0.015415, -1.116366], [3.108410, 0.751221, -0.558964], [0.160444, -3.943485, -0.103192], [-0.277961, -2.480572, 0.264614], [0.386563, -3.034712, -0.244135]],
  "forces_ev_per_a": [[0.2630, -0.1743, 0.6335], [-0.1401, -0.0405, -0.3574], [0.5099, -1.2669, -0.4539], [-0.2582, 0.3700, 0.1203], [0.2250, -0.0862, 1.3438], [-0.0735, 0.2442, -1.3609], [-0.3427, -0.2064, 0.6085], [0.1326, -0.6576, -0.2698], [0.4455, 0.1549, 0.1645], [-0.2619, -0.2481, -0.8369], [0.2217, -0.3636, -0.1456], [0.2103, 0.9282, 0.6585], [-0.1176, 0.3386, 0.1114], [-0.0782, -0.0386, -0.1121], [0.2878, 0.3582, -0.0524], [0.0014, 0.0595, -0.7491], [0.1806, -0.2207, -0.0396], [-0.1139, 0.1801, 0.1992], [-0.2373, 0.1677, 0.2285], [0.5222, 0.4553, 0.2337], [-0.4715, 0.0258, 0.0344], [3.8808, -1.4490, 1.5971], [-0.4685, 0.1330, -0.5111], [-3.2672, 1.3332, -1.0344], [0.0311, -0.4527, -0.0040], [2.5581, -1.4424, -1.6418], [-2.5044, 1.9189, 2.3455], [0.5864, -0.9938, -0.5136], [0.2734, -0.3385, 0.6320], [-0.8828, 1.3341, -0.0709], [2.3642, -1.1287, -0.3600], [-0.3614, 0.2784, -0.2998], [-1.9595, 0.8421, 0.6573], [-0.2005, -0.8553, 0.6536], [-0.0784, 1.1826, 1.1947], [0.0115, -0.2190, -2.1721], [0.1706, -0.1488, -0.7108], [-0.0053, 0.2032, -0.0892], [-0.1321, -0.2751, -0.2660], [0.0546, 0.4101, 0.0681], [-0.2407, 0.6985, -0.0300], [-0.5421, -0.9033, -0.0704], [0.1525, -0.2895, -0.0540], [-0.1461, -1.1924, -0.5775], [0.0551, 1.2218, 1.0408], [-0.1477, -0.8106, 0.0903], [0.2415, -0.6556, -0.2308], [-0.3482, 1.6195, 0.3985]],
  "relative_energy_kj_mol": 462.96,
  "total_energy_ev": -28679.0557,
  "homo_ev": [-13.25, -13.24],
  "multiplicity": 2,
  "total_charge": 1,
  "homo_lumo_gap_ev": [8.04, 4.27],
  "lumo_ev": [-5.2, -9.0]
}